1.
# C3H6N2O

The molecule C3H6N2O at a distorted geometry (the ωB97M-V functional and the def2-TZVPD basis, OMol25).

Geometry as XYZ:
```
12
Properties=species:S:1:pos:R:3:mulliken_charge:R:1
C 1.0387 0.9265 0.0536 -0.8902
N -0.1086 0.0695 -0.0345 0.1823
C 0.1567 -1.3360 0.0910 -0.8683
N -1.3076 0.4346 -1.2419 -0.5571
C -2.0096 0.6357 -0.2620 0.7036
O -2.4731 0.8294 0.7962 -0.3997
H 1.9444 0.5178 -0.4280 0.3029
H 1.2396 1.1405 1.1097 0.2765
H 0.8061 1.8840 -0.4314 0.3246
H -0.7811 -1.8870 0.1161 0.2940
H 0.7181 -1.5221 0.9938 0.3352
H 0.7763 -1.6927 -0.7627 0.2962
```

Values from the calculation:
F_max (eV/Å): 3.48
Net charge: 0
Gap between HOMO and LUMO (Eh): 0.342
SMILES string: CN(C)N=C=O
LUMO energy (eV): 0.1

=====

2.
# C38H50BrInN4O2P2Se

A structure of composition C38H50BrInN4O2P2Se at a distorted geometry (the ωB97M-V functional and the def2-TZVPD basis, OMol25).

Geometry as XYZ:
```
99
Properties=species:S:1:pos:R:3:mulliken_charge:R:1
In 0.4972 0.2104 -0.7288 2.1869
C 0.9671 -3.2894 3.2056 -1.4628
C 1.5570 -2.4294 2.0916 1.1465
C 2.9977 -2.8372 1.7659 -1.5901
P 0.5327 -2.2970 0.5363 1.0182
C 0.5795 -3.9432 -0.3692 0.5401
C -0.6081 -4.0917 -1.3274 -1.4275
C 0.7583 -5.2202 0.4537 -1.4944
C -1.1372 -2.0217 1.1533 -0.0392
C -2.0621 -3.0541 1.3415 -0.6391
C -3.4025 -2.8063 1.5614 0.9101
C -4.3910 -3.9131 1.8119 -1.8011
C -3.8286 -1.4774 1.5003 -1.3714
C -2.9342 -0.4426 1.3475 -0.3050
C -1.5469 -0.6744 1.2632 -0.2625
N -0.5831 0.3281 1.2351 0.0134
C -0.8960 1.6019 1.6877 -0.2210
C -1.7736 1.8162 2.7700 -0.3131
C -2.1555 3.0787 3.1691 -1.0588
C -1.6937 4.2182 2.5120 0.4023
C -2.1907 5.5920 2.8760 -1.7753
C -0.7193 4.0305 1.5492 -0.8368
C -0.2793 2.7621 1.1649 0.1345
P 1.2093 2.5922 0.1730 1.0087
C 2.5067 2.8495 1.5049 1.1380
C 2.1974 1.8992 2.6667 -1.7230
C 2.6304 4.2819 2.0185 -1.4516
C 1.3981 4.0636 -0.9319 0.5328
C 2.7275 3.9241 -1.6790 -1.5090
C 0.2459 4.2313 -1.9206 -1.7084
H 1.5701 -3.1719 4.1098 0.4869
H 0.9704 -4.3455 2.9414 0.2457
H -0.0547 -2.9906 3.4362 0.2907
H 1.5441 -1.3891 2.4384 -0.0395
H 3.0971 -3.9221 1.7504 0.3578
H 3.6880 -2.4546 2.5200 0.3999
H 3.3014 -2.4642 0.7856 0.2979
H 1.4736 -3.8126 -0.9912 0.4775
H -1.5259 -4.3383 -0.7971 0.2854
H -0.3995 -4.8936 -2.0388 0.5796
H -0.7710 -3.1736 -1.8849 -0.0327
H -0.0496 -5.3575 1.1711 0.1921
H 1.7069 -5.2421 0.9863 0.2794
H 0.7443 -6.0745 -0.2267 0.4836
H -1.7195 -4.0812 1.3386 0.2416
H -3.8997 -4.8855 1.8296 0.3393
H -5.1587 -3.9222 1.0354 0.3031
H -4.8902 -3.7636 2.7711 0.3866
H -4.8883 -1.2617 1.5725 0.3745
H -3.3044 0.5693 1.2631 0.6644
H -2.1545 0.9555 3.3017 0.6420
H -2.8411 3.1845 4.0027 0.4103
H -3.2632 5.5733 3.0689 0.4137
H -1.9977 6.3007 2.0715 0.3822
H -1.6955 5.9575 3.7792 0.2887
H -0.2852 4.9029 1.0728 0.2930
H 3.4621 2.5676 1.0538 0.1252
H 1.3936 2.3047 3.2816 0.3857
H 3.0774 1.7626 3.2985 0.5242
H 1.8630 0.9210 2.3115 0.0273
H 1.6706 4.6414 2.3902 0.2952
H 2.9986 4.9665 1.2543 0.3547
H 3.3404 4.2962 2.8486 0.4724
H 1.4387 4.9400 -0.2801 0.5219
H 2.6993 3.0412 -2.3214 0.2405
H 3.5813 3.8363 -1.0032 0.3296
H 2.8818 4.7991 -2.3117 0.4661
H 0.2084 3.4026 -2.6280 0.2519
H 0.3948 5.1558 -2.4830 0.5731
H -0.7159 4.2886 -1.4129 0.2356
C 4.2487 -0.0115 0.3820 -1.0864
C 3.8685 -0.3839 -1.0069 0.0957
N 2.7071 -0.1784 -1.5947 0.7266
C 2.8348 -0.5730 -2.9066 -0.6668
C 4.0978 -1.0261 -3.1139 -0.8287
N 4.7400 -0.9011 -1.9010 -0.0604
H 3.3577 0.0641 1.0005 -0.1487
H 4.7490 0.9588 0.3696 0.4260
H 4.9327 -0.7380 0.8176 0.5539
H 2.0143 -0.4738 -3.5981 0.4292
H 4.5872 -1.4225 -3.9847 0.4587
H 5.6911 -1.1601 -1.7077 0.1886
Se -3.5137 2.6430 -2.5890 -0.2070
C -2.1150 1.9522 -1.8337 0.2454
N -1.1604 1.5798 -1.2597 -1.2008
Br -5.4813 -2.4080 -2.2165 -0.2097
C -4.1653 -1.7730 -3.4282 -0.2276
C -4.4858 -1.6219 -4.7658 -0.3762
C -3.5245 -1.1327 -5.6374 -0.7012
C -2.2670 -0.7876 -5.1725 -0.4066
C -1.9547 -0.9553 -3.8316 0.1008
C -2.9107 -1.4537 -2.9476 0.2426
C -0.6437 -0.4970 -3.2642 0.3044
O 0.0258 0.3806 -3.8023 -0.7148
O -0.2643 -1.1200 -2.1812 -0.3995
H -5.4813 -1.8535 -5.1183 0.4048
H -3.7796 -0.9937 -6.6797 0.3887
H -1.5225 -0.3777 -5.8419 0.4720
H -2.6793 -1.5413 -1.8947 0.3085
```

Values from the calculation:
F_max (eV/Å): 1.30
Net charge: 0
Gap between HOMO and LUMO (Eh): 0.248
LUMO energy (eV): 0.0

=====

3.
# C2H3Cl2PS

A structure of composition C2H3Cl2PS at a distorted geometry (the ωB97M-V functional and the def2-TZVPD basis, OMol25).

Geometry as XYZ:
```
9
Properties=species:S:1:pos:R:3:mulliken_charge:R:1
C -1.5076 -0.6645 0.5535 -0.6354
C -0.6426 -0.2685 -0.3674 -0.0110
P 0.9099 0.6168 -0.1979 0.3592
S 2.6552 2.8577 -0.1190 -0.1467
Cl 1.7894 -0.5416 1.2317 -0.1736
Cl 1.8065 -0.0730 -1.8381 -0.1628
H -2.5770 -0.9461 0.4822 0.2338
H -1.3888 -0.5397 1.5865 0.2494
H -1.0450 -0.4412 -1.3314 0.2869
```

Values from the calculation:
F_max (eV/Å): 1.90
Net charge: 0
Gap between HOMO and LUMO (alpha / beta) (Eh): 0.258 / 0.259
LUMO energy (alpha / beta) (eV): -2.3 / -2.2

=====

4.
# C47H44As2FeN3O2S4

A structure of composition C47H44As2FeN3O2S4 at a distorted geometry (the ωB97M-V functional and the def2-TZVPD basis, OMol25).

Geometry as XYZ:
```
103
Properties=species:S:1:pos:R:3:lowdin_spin:R:1
Fe 0.9894 0.1126 0.8504 1.4735
C -2.4596 -1.2112 0.3626 0.0002
C -2.3464 -0.1154 1.3774 0.0018
C -3.3769 0.0533 2.3325 0.0003
C -3.3475 1.1130 3.1850 0.0012
C -2.3033 2.0603 3.0855 -0.0002
C -2.2556 3.2382 3.8593 -0.0030
C -1.2531 4.1476 3.6549 -0.0004
C -0.2624 3.9116 2.6936 -0.0062
C -0.2517 2.7499 1.9499 -0.0075
S 1.0108 2.4643 0.7887 -0.0736
C -1.2950 1.8017 2.1275 -0.0028
N -1.3224 0.7080 1.3175 -0.0029
H -3.1966 -0.9160 -0.3906 0.0002
H -2.7995 -2.1342 0.8338 0.0001
H -1.5059 -1.3775 -0.1281 -0.0001
H -4.1816 -0.6693 2.3578 0.0000
H -4.1259 1.2621 3.9238 0.0001
H -3.0259 3.4106 4.6011 -0.0002
H -1.2168 5.0573 4.2404 0.0000
H 0.5212 4.6386 2.5247 -0.0007
S 3.2716 0.0030 1.5466 -0.2137
C 4.1658 -0.9556 0.3894 -0.0263
C 5.4569 -1.3811 0.7192 -0.0092
C 6.2222 -2.0752 -0.1979 -0.0012
C 5.7388 -2.3198 -1.4784 0.0009
C 4.4628 -1.8998 -1.8095 -0.0010
C 3.6559 -1.2546 -0.8761 -0.0052
As 1.8106 -0.8029 -1.3194 -0.0400
C 2.2748 -0.0859 -3.0845 -0.0057
C 1.9405 -0.6793 -4.2940 -0.0021
C 2.4423 -0.1688 -5.4843 -0.0001
C 3.2734 0.9406 -5.4724 -0.0015
C 3.5886 1.5561 -4.2677 0.0001
C 3.0875 1.0464 -3.0827 -0.0015
C 1.1265 -2.5530 -1.8150 -0.0081
C 1.7694 -3.7495 -1.5293 -0.0021
C 1.1614 -4.9589 -1.8352 -0.0002
C -0.1053 -4.9818 -2.3998 -0.0012
C -0.7677 -3.7899 -2.6590 0.0001
C -0.1506 -2.5821 -2.3762 -0.0014
H 5.8487 -1.1541 1.7026 -0.0024
H 7.2081 -2.4256 0.0798 -0.0003
H 6.3476 -2.8362 -2.2086 0.0000
H 4.0772 -2.0704 -2.8087 -0.0003
H 1.3019 -1.5537 -4.3104 -0.0001
H 2.1944 -0.6506 -6.4213 0.0000
H 3.6775 1.3231 -6.4007 -0.0001
H 4.2332 2.4252 -4.2548 0.0000
H 3.3391 1.5204 -2.1389 0.0000
H 2.7449 -3.7438 -1.0609 -0.0001
H 1.6711 -5.8874 -1.6132 0.0000
H -0.5790 -5.9275 -2.6303 -0.0001
H -1.7698 -3.8011 -3.0687 0.0000
H -0.6628 -1.6425 -2.5665 0.0000
O -0.5406 -3.9159 4.5507 -0.0003
C -0.8337 -4.4395 3.3403 -0.0003
C -1.3379 -5.7370 3.2583 0.0000
C -1.6146 -6.3266 2.0391 -0.0001
C -1.3928 -5.6215 0.8680 0.0000
C -0.9072 -4.3291 0.9360 -0.0002
C -0.6179 -3.7092 2.1500 -0.0011
C -0.0453 -2.3345 2.0835 -0.0032
O 0.3899 -1.9296 0.9492 -0.0114
N -0.0273 -1.6190 3.1704 -0.0078
N 0.6217 -0.4226 3.0390 -0.0351
C 0.7196 0.2157 4.1426 0.0035
S -0.0016 -0.4712 5.5967 0.0000
C 0.4549 0.9557 6.6480 -0.0001
C 1.7484 1.5277 6.1164 0.0001
S 1.5554 1.7308 4.3176 0.0015
H -0.6685 -4.5864 5.2294 0.0000
H -1.5017 -6.2884 4.1784 0.0000
H -1.9793 -7.3453 2.0131 0.0000
H -1.5920 -6.0840 -0.0897 0.0000
H -0.7327 -3.7684 0.0266 -0.0001
H 0.5643 0.5781 7.6640 -0.0001
H -0.3535 1.6858 6.6090 0.0000
H 2.5830 0.8498 6.2929 0.0000
H 1.9771 2.5045 6.5405 0.0000
C -2.2888 1.2059 -3.5496 -0.0004
As -1.2450 1.5118 -1.8912 -0.0014
C 0.0039 2.7699 -2.7329 0.0004
C -2.5687 2.7478 -1.0436 -0.0002
C -2.8169 4.0274 -1.7654 0.0000
C -3.8974 4.1794 -2.6322 -0.0001
C -4.1327 5.3859 -3.2751 0.0000
C -3.2871 6.4647 -3.0657 -0.0001
C -2.2091 6.3278 -2.2017 0.0000
C -1.9762 5.1217 -1.5610 -0.0001
H -2.5635 2.1483 -4.0255 0.0000
H -3.1986 0.6437 -3.3324 0.0000
H -1.6862 0.6241 -4.2488 0.0000
H -0.5169 3.5840 -3.2372 0.0000
H 0.5978 2.2124 -3.4587 0.0000
H 0.6780 3.1801 -1.9849 -0.0002
H -2.2067 2.9635 -0.0412 0.0001
H -3.4919 2.1708 -0.9466 0.0000
H -4.5739 3.3462 -2.7862 0.0000
H -4.9816 5.4789 -3.9408 0.0000
H -3.4771 7.4075 -3.5621 0.0000
H -1.5435 7.1644 -2.0295 0.0000
H -1.1382 5.0251 -0.8785 -0.0001
```

Values from the calculation:
F_max (eV/Å): 2.13
Net charge: 0
Gap between HOMO and LUMO (alpha / beta) (Eh): 0.213 / 0.266
Multiplicity: 2
LUMO energy (alpha / beta) (eV): -1.4 / 0.0

=====

> Number 3 is which compound?

C2H3Cl2PS

=====

> Look up the net charge of the first one.

0